# 1
# C5H16N2O

A 2-piece molecular cluster, C5H16N2O overall in a non-equilibrium geometry (ωB97M-V with the def2-TZVPD basis set, the OMol25 dataset).

Geometry as XYZ:
```
24
Properties=species:S:1:pos:R:3:mulliken_charge:R:1
C -0.0720 0.2621 2.0571 -1.4386
C 1.0921 0.3440 1.0430 0.4970
N 1.2107 1.9294 0.8051 -0.7555
C 0.7479 -0.2751 -0.3737 -0.9297
N -0.5669 -0.8933 -0.3859 0.1858
C -0.4635 -2.3057 0.0576 -1.3668
C -1.2686 -0.8279 -1.7346 -1.2265
H 0.0933 0.9888 2.8626 0.3733
H -1.1051 0.4173 1.4428 0.2854
H -0.2282 -0.6858 2.3615 0.4414
H 2.1432 0.1152 1.4102 0.3768
H 0.2868 2.3321 0.9350 0.3177
H 1.8800 2.3796 1.4347 0.1908
H 0.8369 0.5694 -1.0593 0.4726
H 1.6225 -1.1019 -0.5598 0.1814
H 0.0361 -2.1798 1.0340 0.3582
H -0.0093 -3.0813 -0.4704 0.4610
H -1.3642 -2.7614 0.3095 0.4503
H -1.7407 -1.8556 -1.9023 0.3020
H -2.1447 -0.2176 -1.6767 0.3387
H -0.8323 -0.5851 -2.5980 0.4979
O 0.0088 2.7178 -2.0009 -0.7047
H -0.7070 2.1542 -1.9614 0.2996
H 0.5443 2.5605 -1.0302 0.3919
```

Calculated values
Charge = 0
HOMO-LUMO gap = 0.3583 Ha
SMILES = C[C@H](N)CN(C)C.O

---

# 2
# C5H16N2O

A 2-piece molecular cluster, C5H16N2O overall (ωB97M-V with the def2-TZVPD basis set, the OMol25 dataset).

Geometry as XYZ:
```
24
Properties=species:S:1:pos:R:3:mulliken_charge:R:1
C -2.4708 0.6123 -0.7645 -1.3972
C -1.0501 0.5677 -1.3072 0.2045
C -0.1341 1.6320 -0.7021 -0.7380
C 0.2443 1.4162 0.7640 -0.5753
N 1.1906 0.3188 0.9760 -0.2001
C 0.7818 -0.7629 1.8471 -0.8123
N -0.2698 -1.6744 1.3972 -0.5755
H -2.9309 1.5880 -0.9497 0.3688
H -2.5076 0.4627 0.3160 0.2963
H -3.1021 -0.1477 -1.2323 0.3398
H -1.0732 0.7160 -2.3921 0.3359
H -0.6059 -0.4152 -1.1317 -0.0816
H 0.7961 1.6810 -1.2764 0.3100
H -0.6046 2.6149 -0.7883 0.3997
H -0.6573 1.2324 1.3534 0.3100
H 0.6863 2.3423 1.1409 0.2554
H 1.5388 -0.0350 0.0939 0.2201
H 1.6650 -1.3648 2.0528 0.3470
H 0.4680 -0.3258 2.7975 0.4241
H 0.0202 -2.1022 0.5246 0.3043
H -1.1269 -1.1644 1.2201 0.2823
O 1.6803 -1.6218 -1.6201 -0.5901
H 1.3252 -1.3096 -2.4619 0.3034
H 2.4861 -2.0974 -1.8497 0.2684
```

Calculated values
Charge = 0
HOMO-LUMO gap = 0.3170 Ha
SMILES = CCCCNCN.O

---

# 3
# C5H16N2O

A 2-piece molecular cluster, C5H16N2O overall in a non-equilibrium geometry (ωB97M-V with the def2-TZVPD basis set, the OMol25 dataset).

Geometry as XYZ:
```
24
Properties=species:S:1:pos:R:3:mulliken_charge:R:1
C 1.0728 2.2171 1.1836 -1.3504
C 0.1403 0.9830 1.2854 0.3586
N 0.9748 -0.2608 1.5997 -0.5902
C -0.6842 0.8286 0.0549 -0.7663
N -1.1639 -0.5366 -0.4486 0.0949
C -1.2613 -0.5419 -1.9301 -0.9137
C -2.3446 -0.9426 0.2056 -1.0885
H 0.3343 3.1026 1.0373 0.2966
H 1.4890 2.2950 2.2063 0.3959
H 1.9300 2.3268 0.5640 0.4145
H -0.6294 1.0080 2.1156 0.2131
H 1.0775 -0.9723 0.8800 0.2031
H 1.9427 -0.1833 1.9172 0.2482
H -1.5173 1.5324 0.1041 0.3087
H 0.2368 1.0937 -0.6628 0.2328
H -0.2197 -0.1887 -2.1472 0.2742
H -1.9537 0.2467 -2.2695 0.3498
H -1.2650 -1.5729 -2.4438 0.2895
H -2.7571 -1.9057 0.0313 0.3765
H -2.1594 -1.1537 1.2889 0.2991
H -3.2020 -0.2699 0.0497 0.3703
O 2.6845 -1.5579 -1.6389 -0.6639
H 3.2030 -1.1876 -0.8676 0.3201
H 1.7994 -1.3911 -1.5464 0.3272
```

Calculated values
Charge = 0
HOMO-LUMO gap = 0.3519 Ha
SMILES = C[C@H](N)CN(C)C.O

---

# 4
# C5H16N2O

A 3-piece molecular cluster, C5H16N2O overall in a non-equilibrium geometry (ωB97M-V with the def2-TZVPD basis set, the OMol25 dataset).

Geometry as XYZ:
```
24
Properties=species:S:1:pos:R:3:mulliken_charge:R:1
C 0.2840 -2.7944 -1.1034 -1.4458
C 0.8500 -1.6850 -0.2092 -0.5276
C -0.1648 -1.0927 0.7462 -0.7632
C -0.9969 -0.0242 0.0662 -0.4148
N -0.0915 0.9027 -0.6723 -0.6454
C -0.7422 2.1808 -0.8579 -0.4268
N -0.9760 2.7109 0.4694 -0.5794
H -0.0887 -3.6110 -0.4868 0.3453
H -0.5109 -2.4271 -1.7519 0.3110
H 1.0664 -3.1677 -1.7827 0.3646
H 1.6794 -2.0954 0.3788 0.3142
H 1.1381 -0.8137 -0.8548 0.5394
H 0.3959 -0.5595 1.5264 0.2703
H -0.8190 -1.8315 1.2270 0.4250
H -1.7029 -0.4231 -0.6809 0.4329
H -1.5173 0.5001 0.8658 0.5102
H 1.8275 -0.1429 0.6735 0.4762
H -1.6749 1.9987 -1.4127 0.3044
H -0.1071 2.8449 -1.4735 0.3274
H -0.8793 3.7222 0.5263 0.2832
H -0.2266 2.2527 1.0260 0.1314
H 0.6770 1.0932 -0.0029 0.3993
H 1.5016 1.3672 2.3044 0.1583
O 1.0783 1.0946 1.4791 -0.7902
```

Calculated values
Charge = 0
HOMO-LUMO gap = 0.2525 Ha

---

# 5
# C5H16N2O

A 2-piece molecular cluster, C5H16N2O overall in a non-equilibrium geometry (ωB97M-V with the def2-TZVPD basis set, the OMol25 dataset).

Geometry as XYZ:
```
24
Properties=species:S:1:pos:R:3:mulliken_charge:R:1
C 0.2345 -2.1197 -1.7561 -0.6294
N -1.0070 -1.7446 -1.1329 -0.2919
C -1.0671 -0.3902 -0.6500 -0.8797
C -0.2097 -0.0400 0.5630 -0.4262
C -0.7390 1.1810 1.3260 -0.6932
C -0.5974 2.5030 0.5686 -0.3991
N -0.3679 3.5929 1.4894 -0.5837
H 0.2746 -3.1832 -1.8968 0.4267
H 0.3581 -1.5883 -2.6770 0.3505
H 1.1962 -1.8680 -1.2749 0.0053
H -1.2335 -2.3918 -0.3958 0.2873
H -2.0947 -0.1124 -0.3890 0.4043
H -0.8918 0.2991 -1.4869 0.2609
H 0.8619 -0.0127 0.3831 0.3707
H -0.3823 -0.8284 1.3094 0.2755
H -0.0915 1.3068 2.1904 0.3926
H -1.7586 0.9762 1.6508 0.3178
H 0.3163 2.3835 -0.0042 0.2523
H -1.3776 2.7410 -0.1605 0.2714
H -0.8474 3.5070 2.3722 0.1775
H -0.4880 4.5204 1.1199 0.2021
O 3.2380 -2.9412 -0.0230 -0.6443
H 2.6333 -2.5617 -0.6595 0.2641
H 4.0406 -3.2285 -0.4661 0.2884
```

Calculated values
Charge = 0
HOMO-LUMO gap = 0.3582 Ha
SMILES = CNCCCCN.O

---

# 6
# C5H16N2O

A 2-piece molecular cluster, C5H16N2O overall in a non-equilibrium geometry (ωB97M-V with the def2-TZVPD basis set, the OMol25 dataset).

Geometry as XYZ:
```
24
Properties=species:S:1:pos:R:3:mulliken_charge:R:1
C -0.9567 0.8167 1.9098 -1.5138
C -0.8493 1.3486 0.4508 0.4745
C -0.7186 0.2130 -0.5782 -1.2723
C 0.6546 -0.2298 -0.9738 0.4125
C 1.1448 -0.3746 -2.1791 -1.0702
N 1.5427 -0.6867 0.1529 -0.1428
N -2.1014 2.1600 0.1543 -0.2718
H -0.4678 1.4507 2.6407 0.3529
H -0.7849 -0.2591 1.8745 0.4132
H -1.9627 0.8612 2.3543 0.5041
H -0.0470 2.0341 0.4979 0.3822
H -1.1368 0.6610 -1.4645 0.5119
H -1.3660 -0.6142 -0.2883 0.4264
H 2.1296 -0.7781 -2.4001 0.3463
H 0.5810 -0.2360 -3.0952 0.2975
H 1.0785 -0.8001 1.0479 0.2736
H 1.9448 -1.6304 -0.1048 0.3661
H 2.3637 -0.0701 0.1863 0.4244
H -2.5842 2.3825 1.0177 0.3600
H -1.8875 3.0398 -0.3187 0.3704
H -2.7442 1.6125 -0.4130 0.3670
H 2.0531 -3.8681 0.5949 0.3550
H 1.8327 -3.7259 -0.9067 0.3540
O 2.2817 -3.3071 -0.1596 -0.7211
```

Calculated values
Charge = +2
HOMO-LUMO gap = 0.4352 Ha

---

Ordered DFT total energy results: -384.73596, -384.84524, -384.75332, -384.65206, -384.81710, -384.22388; unit Eh.
Ordered energy above the lowest of the compared OMol25 structures with the same formula, charge and spin results: 76.6, 8.1, 65.7, 129.3, 25.7, 20.0; unit kcal per mole.
Ordered HOMO results: -8.9, -8.2, -8.8, -8.1, -8.8, -18.4; unit eV.